1.
ORCA calculation (ωB97M-V/def2-TZVPD) on a molecular structure, H29O15 in a non-equilibrium geometry.

Computed properties:
* energy relative to the best compared isomer or geometry (same formula, charge and spin): 100.9 kcal per mole
* gap between HOMO and LUMO: 8.82 eV
* HOMO: -6.61 eV
* E_LUMO: 2.209 eV
* total charge: -1
* multiplicity: 1

Geometry (Å):
O: 0.275 -1.660 -0.560
H: 0.445 -3.341 0.285
H: -2.995 2.000 -0.995
O: -1.017 0.241 0.599
H: -1.880 0.515 0.116
H: -1.530 3.873 0.937
O: -2.000 1.819 -1.239
H: -1.072 2.680 1.972
H: -2.616 -1.056 -0.592
O: -0.500 -3.508 -3.344
H: 2.247 0.396 -0.211
H: 0.316 -3.007 -3.038
O: 2.497 -2.861 2.064
H: 1.852 -3.563 2.303
H: -1.821 -0.569 4.773
O: 1.263 3.061 -2.019
H: -0.082 0.958 0.227
H: 1.456 2.696 -1.085
O: -4.543 0.002 -2.509
H: 2.329 -2.550 1.201
H: -0.525 -1.063 -0.069
O: 0.724 -4.202 0.252
H: -4.573 0.801 -2.885
H: 0.934 -1.040 -0.312
O: 2.772 -0.291 -0.672
H: -1.167 0.628 4.645
H: -1.932 1.242 -1.966
O: 0.898 1.377 0.515
H: -0.769 -3.993 -2.527
O: 1.883 2.017 3.216
H: 1.125 2.173 2.449
H: 0.856 2.273 0.467
O: 4.652 1.541 -0.528
H: 3.875 1.802 -0.038
H: 4.308 1.087 -1.249
O: -1.938 0.282 5.144
H: -3.949 -0.490 -3.172
H: 0.551 -5.095 0.163
O: -2.490 -1.022 -1.538
H: 2.106 -0.828 -1.189
H: 2.677 1.754 2.702
O: -1.237 3.731 1.845
H: -1.743 -1.604 -1.933
H: 0.339 2.796 -2.205

Atom charges from the Löwdin analysis, given in e for atoms 1 to 8: O -0.158; H -0.051; H 0.123; O -0.302; H 0.012; H 0.011; O -0.082; H 0.103

---

2.
ORCA calculation (ωB97M-V/def2-TZVPD) on 2 unconnected molecules or ions with the total composition C5H12S in a non-equilibrium geometry.

Computed properties:
* energy relative to the best compared isomer or geometry (same formula, charge and spin): 50.2 kcal per mole
* gap between HOMO and LUMO: 9.81 eV
* HOMO: -9.02 eV
* E_LUMO: 0.793 eV
* multiplicity: 1
* SMILES: C=CC.CCS

Geometry (Å):
C: -0.814 0.750 5.646
C: -0.335 0.326 4.458
C: 0.114 1.460 3.623
H: -1.081 0.029 6.438
H: -0.946 1.809 5.893
H: -0.386 -0.830 4.194
H: -0.689 2.240 3.713
H: 1.050 1.827 4.056
H: 0.311 1.504 2.519
C: -0.204 -0.603 -5.369
C: 0.811 -1.281 -4.410
S: 0.053 -1.229 -2.744
H: -0.204 0.512 -5.270
H: -1.262 -0.997 -5.147
H: -0.083 -1.007 -6.416
H: 0.851 -2.474 -4.670
H: 1.769 -0.791 -4.583
H: 1.045 -1.248 -1.929

Atom charges from the Löwdin analysis, given in e for atoms 1 to 8: C -0.056; C -0.251; C -0.169; H 0.051; H 0.061; H 0.133; H 0.082; H 0.072

---

3.
ORCA calculation (ωB97M-V/def2-TZVPD) on a single C4HCl3N2O molecule in a non-equilibrium geometry.

Computed properties:
* gap between HOMO and LUMO (spin up / spin down): 8.53 / 8.53 eV
* HOMO (spin up / spin down): -9.03 / -9.04 eV
* E_LUMO (spin up / spin down): -0.507 / -0.508 eV
* multiplicity: 1
* SMILES: [O-][n+]1c(Cl)cc(Cl)nc1Cl

Geometry (Å):
O: -3.151 -1.778 0.050
N: -2.328 -0.834 -0.118
C: -0.967 -0.978 -0.130
Cl: -0.423 -2.612 0.015
C: -0.125 0.095 -0.070
C: -0.627 1.449 -0.119
Cl: 0.450 2.816 0.033
N: -1.925 1.602 -0.134
C: -2.733 0.561 -0.118
Cl: -4.352 0.821 0.058
H: 0.952 -0.239 0.007

Atom charges from the Löwdin analysis, given in e for atoms 1 to 8: O -0.098; N -0.254; C -0.618; Cl 0.767; C -0.085; C -0.704; Cl 0.678; N 0.050

---

4.
ORCA calculation (ωB97M-V/def2-TZVPD) on 2 unconnected molecules or ions with the total composition C2H8N3O2 in a non-equilibrium geometry.

Computed properties:
* energy relative to the best compared isomer or geometry (same formula, charge and spin): 193.6 kcal per mole
* gap between HOMO and LUMO (spin up / spin down): 9.99 / 7.62 eV
* HOMO (spin up / spin down): -14.18 / -13.53 eV
* E_LUMO (spin up / spin down): -4.189 / -5.907 eV
* total charge: +1
* multiplicity: 1

Geometry (Å):
C: -0.225 0.223 -0.017
C: 2.166 -0.307 -0.065
N: -0.407 1.471 0.273
N: 0.766 -0.582 0.071
N: -2.577 -0.922 -0.201
O: 0.408 -1.968 -0.247
O: -3.452 0.029 0.035
H: 2.560 -0.933 0.713
H: 2.444 -0.683 -1.037
H: 2.155 0.734 0.059
H: 0.358 1.889 0.746
H: -1.239 2.060 0.277
H: -2.718 -1.213 -1.158
H: -0.304 -2.247 0.294
H: -3.433 0.159 1.076

Atom charges from the Löwdin analysis, given in e for atoms 1 to 8: C -0.060; C 0.054; N 0.195; N -0.145; N 0.040; O 0.062; O -0.063; H 0.116

---

5.
ORCA calculation (ωB97M-V/def2-TZVPD) on 2 unconnected molecules or ions with the total composition C4H12 in a non-equilibrium geometry.

Computed properties:
* energy relative to the best compared isomer or geometry (same formula, charge and spin): 7.1 kcal per mole
* gap between HOMO and LUMO: 12.97 eV
* HOMO: -11.82 eV
* E_LUMO: 1.153 eV
* multiplicity: 1
* SMILES: CC.CC

Geometry (Å):
C: 1.122 1.022 -1.111
C: -0.054 2.032 -1.023
H: 1.971 1.457 -0.573
H: 0.800 0.137 -0.588
H: 1.429 0.909 -2.149
H: -0.201 2.334 0.016
H: -0.897 1.571 -1.525
H: 0.183 2.986 -1.488
C: -0.349 -2.267 0.833
C: -0.734 -0.851 1.283
H: -1.009 -3.030 1.247
H: -0.463 -2.338 -0.251
H: 0.679 -2.539 1.070
H: -0.787 -0.134 0.473
H: -0.003 -0.423 1.977
H: -1.688 -0.866 1.808

Atom charges from the Löwdin analysis, given in e for atoms 1 to 8: C -0.152; C -0.172; H 0.065; H 0.020; H 0.063; H 0.061; H 0.060; H 0.054

---

6.
ORCA calculation (ωB97M-V/def2-TZVPD) on 5 unconnected molecules or ions with the total composition C23H25F3N5.

Computed properties:
* gap between HOMO and LUMO: 4.06 eV
* HOMO: -1.68 eV
* E_LUMO: 2.380 eV
* total charge: -1
* multiplicity: 1

Geometry (Å):
N: -4.494 2.098 -3.487
C: -4.491 1.726 -2.123
C: -3.322 0.763 -1.612
C: -2.442 0.169 -2.662
F: -1.690 1.051 -3.338
F: -1.515 -0.690 -2.060
F: -3.057 -0.594 -3.568
H: -5.030 1.396 -4.000
H: -4.366 2.623 -1.486
H: -5.419 1.233 -1.747
H: -3.714 -0.089 -1.041
H: -2.630 1.289 -0.944
N: 3.674 0.571 -1.830
C: 3.988 1.822 -2.164
C: 3.089 2.712 -2.736
C: 1.792 2.285 -2.975
C: 1.447 0.988 -2.629
C: 2.424 0.180 -2.067
H: 5.009 2.128 -1.964
H: 3.406 3.716 -2.986
H: 1.055 2.943 -3.420
H: 0.450 0.610 -2.803
H: 2.175 -0.835 -1.779
N: -2.750 0.640 1.922
C: -2.767 -0.675 2.116
C: -2.493 -1.270 3.340
C: -2.170 -0.456 4.415
C: -2.139 0.916 4.221
C: -2.444 1.412 2.960
H: -3.008 -1.278 1.247
H: -2.523 -2.347 3.439
H: -1.925 -0.884 5.379
H: -1.849 1.592 5.014
H: -2.415 2.480 2.769
N: 3.296 -5.727 0.193
C: 3.666 -4.491 -0.137
C: 2.810 -3.558 -0.704
C: 1.494 -3.922 -0.940
C: 1.095 -5.206 -0.601
C: 2.029 -6.064 -0.041
H: 4.701 -4.232 0.061
H: 3.173 -2.568 -0.947
H: 0.793 -3.221 -1.376
H: 0.079 -5.537 -0.765
H: 1.747 -7.075 0.235
N: 1.589 2.191 3.737
C: 1.075 1.116 3.143
C: 0.882 1.007 1.773
C: 1.243 2.074 0.969
C: 1.785 3.199 1.571
C: 1.937 3.208 2.949
H: 0.783 0.301 3.795
H: 0.439 0.114 1.352
H: 1.099 2.028 -0.101
H: 2.080 4.060 0.986
H: 2.354 4.077 3.448

Atom charges from the Löwdin analysis, given in e for atoms 1 to 8: N -0.194; C -0.493; C -0.119; C -0.639; F 0.094; F 0.019; F 0.123; H -0.089